{"formula": "C5H21NO4S2", "method": "ωB97M-V/def2-TZVPD", "e_above_lowest_kcal_mol": 23.41, "homo_lumo_gap_ev": 8.35, "e_lumo_ev": 0.36, "smiles": "CCCSSCCN.O.O.O.O", "elements": ["C", "C", "C", "S", "S", "C", "C", "N", "H", "H", "H", "H", "H", "H", "H", "H", "H", "H", "H", "H", "H", "O", "H", "H", "O", "H", "H", "O", "H", "H", "O", "H", "H"], "positions_angstrom": [[2.41577, 2.08663, 1.06761], [2.91981, 0.62568, 1.12577], [1.79490, -0.32796, 1.45222], [2.08074, -1.94230, 0.66512], [0.28968, -2.29283, -0.16422], [-0.13207, -1.00123, -1.38466], [-1.54312, -1.29874, -1.94596], [-2.45896, -1.98023, -1.01807], [3.23302, 2.64983, 0.55316], [2.28082, 2.59787, 1.97130], [1.51776, 2.01632, 0.46392], [3.78300, 0.57235, 1.76017], [3.43997, 0.34977, 0.16944], [1.55693, -0.57460, 2.52214], [0.91227, 0.19545, 1.10659], [0.06865, 0.02488, -1.08629], [0.49200, -1.20344, -2.25804], [-1.97470, -0.30621, -2.16224], [-1.49517, -1.91971, -2.83486], [-2.61146, -2.94898, -1.23746], [-2.23865, -1.85743, -0.02710], [-0.00248, 1.29743, -2.77412], [0.37469, 1.70890, -3.56997], [-0.02405, 2.09693, -2.22344], [-2.15782, 0.60668, 0.68345], [-2.85760, 0.33294, 0.08033], [-2.32975, 0.29689, 1.57606], [-0.33716, 2.34206, -0.08336], [-0.92627, 1.55053, -0.10723], [-0.97549, 2.88532, 0.40706], [-1.63857, -1.98479, 2.64392], [-2.55002, -2.22118, 2.45646], [-0.90670, -2.37686, 2.17231]], "forces_ev_per_a": [[1.87, -1.18, -2.37], [1.11, 0.68, -0.12], [-0.14, -0.43, 1.21], [0.35, 0.54, -0.45], [-1.16, -0.55, 0.02], [0.84, -1.25, -1.09], [-0.60, 0.65, 1.50], [-0.46, 0.44, 0.37], [-0.83, -0.13, 0.08], [-0.54, 0.28, 1.60], [0.18, 0.87, 0.13], [0.29, -0.27, 1.04], [-1.14, 0.25, 0.33], [0.70, 0.68, -0.69], [-0.50, -0.62, -0.48], [-0.24, -0.48, 0.42], [0.45, 0.41, 0.29], [0.19, -0.47, -0.48], [0.11, 0.24, -0.18], [0.16, -0.12, 0.12], [0.10, -0.18, -0.65], [0.40, 1.50, -0.88], [-0.15, -0.65, -0.08], [-0.25, -0.35, 0.65], [-0.09, 0.20, -0.34], [-0.18, -0.28, 0.35], [-0.08, -0.33, -0.01], [-1.58, -0.12, -0.17], [0.74, 0.14, 0.02], [0.59, 0.41, -0.09], [-0.34, 1.47, 1.44], [0.65, -0.77, -0.58], [-0.49, -0.58, -0.89]]}


{"formula": "C5H21NO5S", "method": "ωB97M-V/def2-TZVPD", "e_above_lowest_kcal_mol": 67.81, "homo_lumo_gap_ev": 8.63, "e_lumo_ev": 0.26, "smiles": "OCCCNCCS.O.O.O.O", "elements": ["O", "C", "C", "C", "N", "C", "C", "S", "H", "H", "H", "H", "H", "H", "H", "H", "H", "H", "H", "H", "H", "O", "H", "H", "O", "H", "H", "O", "H", "H", "O", "H", "H"], "positions_angstrom": [[-0.38036, -2.73936, 2.20125], [0.11565, -2.70670, 0.83739], [-1.08713, -2.33158, -0.20929], [-2.00403, -1.23135, 0.08458], [-1.38237, -0.29902, 1.17252], [-0.69160, 0.85732, 0.62843], [-0.39344, 1.79240, 1.83165], [-0.06451, 3.50776, 1.47290], [-1.27866, -3.02621, 2.23440], [0.49230, -3.74721, 0.59089], [0.77732, -1.84404, 1.11369], [-1.85555, -3.21047, -0.18319], [-0.44188, -2.31102, -1.23608], [-2.16155, -0.75247, -0.91484], [-2.91456, -1.51828, 0.65735], [-0.84044, -0.86742, 1.82183], [0.29479, 0.75720, 0.13577], [-1.40812, 1.46136, -0.00857], [0.54754, 1.44510, 2.36097], [-1.28649, 1.73176, 2.55853], [1.24727, 3.42652, 1.18452], [0.42629, 2.46094, -2.84441], [1.30095, 2.59895, -2.84457], [0.20230, 2.94287, -2.04873], [2.17309, 1.74905, 1.13640], [3.05211, 1.69418, 1.39062], [2.22982, 1.05592, 0.38204], [-0.31235, -0.25038, -2.92657], [0.56990, 0.15165, -3.04153], [-0.96601, 0.48449, -3.17076], [2.30187, -0.16264, -1.37261], [2.35568, -1.06616, -1.64471], [1.38217, -0.05318, -1.34986]], "forces_ev_per_a": [[0.37, -0.41, 0.31], [-2.36, 0.59, 0.83], [2.74, -4.28, -0.86], [0.78, 2.87, 2.29], [-0.72, 0.06, -2.53], [-0.70, 1.81, 1.16], [-0.01, -1.19, 1.78], [-0.44, 1.03, -0.34], [-0.96, -0.57, -0.02], [0.23, 1.61, -0.03], [0.53, -1.03, -2.04], [2.02, 0.57, -0.65], [-2.16, 0.15, 2.04], [-0.49, 0.30, 1.32], [0.30, -0.24, -1.28], [-0.09, 0.37, -0.29], [-0.67, -0.48, -0.32], [0.84, -0.99, 0.27], [-1.62, 0.15, -0.37], [1.35, 0.26, -1.16], [-0.47, 0.00, 0.10], [-4.53, -0.49, 0.23], [5.41, 0.57, -0.59], [-0.78, 0.13, 0.47], [-0.76, -2.39, -3.12], [2.87, 0.26, 1.29], [-0.47, 1.51, 1.46], [-0.90, 1.18, -0.45], [-0.88, 0.09, -0.21], [1.74, -1.44, 0.56], [1.76, 0.49, 0.16], [0.56, -1.06, -0.21], [-2.49, 0.61, 0.19]]}


{"formula": "C5H22N2O6", "method": "ωB97M-V/def2-TZVPD", "homo_lumo_gap_ev": 11.07, "e_lumo_ev": -5.81, "charge": 2, "elements": ["O", "C", "C", "C", "C", "C", "N", "N", "H", "H", "H", "H", "H", "H", "H", "H", "H", "H", "H", "H", "H", "H", "O", "H", "H", "O", "H", "H", "O", "H", "H", "O", "H", "H", "O"], "positions_angstrom": [[-1.24076, 2.07177, 3.33803], [-0.32182, 1.48006, 2.84928], [-0.47003, 0.79831, 1.49368], [0.63771, 1.20133, 0.52687], [0.52060, 0.60894, -0.83771], [0.31833, 1.25947, -1.96469], [0.60586, -0.87372, -0.89439], [-1.81980, 1.18348, 0.89951], [0.66798, 1.44511, 3.33375], [-0.52821, -0.25567, 1.74615], [0.79158, 2.28357, 0.44675], [1.57438, 0.95560, 1.04153], [0.20369, 2.33570, -1.85654], [0.18044, 0.87617, -2.96251], [0.54052, -1.20708, -1.87123], [-0.15694, -1.31320, -0.39000], [1.48678, -1.21906, -0.50979], [-2.55560, 1.03097, 1.59591], [-2.11031, 0.53986, 0.14212], [-1.71076, 2.14213, 0.63745], [0.72552, -1.10825, -4.50846], [0.59896, -2.52392, -4.02983], [0.55915, -1.61306, -3.70564], [4.30558, 0.70425, -0.06904], [4.26693, 1.46679, 1.24485], [3.79421, 0.79256, 0.74304], [-3.72876, -0.50693, -1.61384], [-3.63097, 1.02944, -1.67864], [-3.19877, 0.24393, -1.32303], [1.02868, -1.93309, 2.69505], [2.15073, -2.20799, 1.80004], [1.32132, -1.70873, 1.79760], [-2.37491, -2.72913, 0.48369], [-0.91710, -2.95158, 0.89320], [-1.51422, -2.29800, 0.50683]], "forces_ev_per_a": [[-0.11, -0.12, -0.03], [-0.16, 0.73, -0.04], [-0.60, 0.42, -0.06], [0.72, -0.05, 0.68], [0.15, -0.78, -0.28], [-0.38, 1.12, 0.40], [0.48, 0.33, -0.55], [0.72, -1.91, 1.30], [0.02, -0.23, -0.09], [0.21, -0.32, -0.52], [-0.70, 0.04, -0.11], [0.08, -0.57, -0.42], [0.15, -0.07, -0.24], [0.15, -0.41, 0.10], [0.08, 0.15, -0.33], [-0.47, -0.38, 0.46], [-0.06, 0.09, 0.21], [0.08, 0.77, 0.27], [0.12, 0.60, -0.61], [-0.73, 0.84, -0.44], [0.04, 0.26, -0.01], [-0.06, -0.01, 0.22], [0.03, -0.29, -0.06], [0.09, 0.01, 0.05], [0.05, -0.06, 0.05], [-0.10, 0.03, -0.14], [-0.05, 0.06, -0.05], [-0.11, -0.09, -0.11], [0.16, -0.03, 0.14], [-0.28, 0.24, -0.11], [0.22, 0.19, -0.35], [0.15, -0.61, 0.57], [-0.09, -0.04, -0.09], [-0.07, -0.04, 0.10], [0.26, 0.14, 0.08]]}


{"formula": "C5H22NO7", "method": "ωB97M-V/def2-TZVPD", "e_above_lowest_kcal_mol": 73.34, "homo_lumo_gap_ev": 11.13, "e_lumo_ev": -2.85, "charge": 1, "elements": ["O", "C", "C", "C", "C", "C", "O", "N", "H", "H", "H", "H", "H", "H", "H", "H", "H", "H", "H", "H", "H", "H", "O", "H", "H", "O", "H", "H", "O", "H", "H", "O", "H", "H", "O"], "positions_angstrom": [[0.46058, -1.97407, -1.00655], [0.16215, -0.94808, -1.47330], [0.42579, 0.48201, -1.04934], [-0.53869, 0.96947, 0.08079], [-1.14935, 2.31699, -0.12706], [-2.47255, 2.20593, -0.92463], [-3.58420, 1.59209, -0.38356], [1.90211, 0.74046, -0.68461], [-0.61456, -0.80468, -2.31975], [0.26747, 1.17329, -1.89831], [-0.29466, 0.63941, 1.07404], [-1.42729, 0.23477, -0.19927], [-0.41788, 3.06765, -0.61626], [-1.23533, 2.91363, 0.78672], [-2.83277, 3.23361, -1.22392], [-2.36607, 1.68995, -1.96133], [-3.98920, 2.11045, 0.29059], [2.12366, 1.68129, -0.35893], [2.12691, -0.08378, -0.04295], [2.71104, 0.66050, -1.39688], [1.37908, -1.23748, 3.08231], [1.18304, -2.14963, 1.97478], [1.90423, -1.68048, 2.32931], [3.95417, -1.30631, -1.43085], [2.69836, -1.77611, -1.84549], [3.24980, -0.93027, -2.01116], [-3.98474, -1.23231, -0.19062], [-3.21171, -0.02062, 0.33379], [-3.11198, -0.94984, 0.30201], [3.27316, -1.22956, 1.30361], [4.79948, -0.97347, 0.86115], [3.81770, -0.87019, 0.61474], [-1.95276, -3.12882, 3.18018], [-1.89717, -1.91219, 2.16236], [-1.35782, -2.50360, 2.76843]], "forces_ev_per_a": [[1.41, -1.79, 1.18], [-2.99, 2.84, -2.35], [1.94, 2.63, 0.33], [-1.99, -3.38, -2.12], [0.76, 2.04, -0.54], [0.23, 2.41, -3.19], [-0.01, -1.68, 0.58], [1.00, -1.12, 0.12], [0.73, -0.97, 0.67], [-0.24, -0.75, 0.11], [0.62, 0.12, 0.41], [1.57, 1.20, 0.98], [-1.11, -1.32, -0.13], [-0.69, -0.61, 0.34], [0.83, -0.65, 0.26], [0.44, 0.62, 1.79], [-0.42, 0.84, 0.78], [-0.78, -0.22, 1.18], [0.47, 1.97, -0.31], [-2.07, -1.00, 0.30], [1.67, -0.74, -1.32], [-1.41, -1.60, -1.22], [-0.59, 2.20, 2.54], [0.11, 1.22, -0.42], [0.33, 1.99, -1.00], [-0.09, -3.74, 0.57], [2.64, 0.64, 1.50], [-0.45, 1.85, -0.01], [-2.30, -3.03, -1.32], [-0.40, -0.67, 1.31], [-2.46, 0.18, -0.25], [3.18, 0.37, -0.58], [-0.32, -0.07, -0.02], [0.57, -1.32, 1.05], [-0.17, 1.52, -1.24]]}